Entry 1:
ORCA calculation (wB97M-V/def2-TZVPD) on a cluster of 12 separate species, C36H64O28 in total at a distorted geometry.

Element x y z (Å)
C (1.5910, 0.0926, -1.0400)
C (0.3145, 0.5495, -0.3565)
C (-0.9451, 0.2797, -1.1886)
O (-1.5953, -0.7730, -0.4601)
C (-1.0286, -0.9493, 0.7283)
O (-1.3971, -1.7236, 1.5647)
O (0.0961, -0.2210, 0.8462)
H (2.4289, 0.2311, -0.3603)
H (1.6839, 0.7331, -1.9220)
H (1.5611, -0.9338, -1.4110)
H (0.3969, 1.5828, -0.0222)
H (-0.6846, -0.1186, -2.1667)
H (-1.5547, 1.1755, -1.2776)
C (-3.4643, 2.0613, 1.0607)
C (-2.4967, 3.1004, 0.5493)
C (-2.9499, 4.5602, 0.7393)
O (-1.9201, 5.1418, 1.5282)
C (-0.9529, 4.2502, 1.8085)
O (-0.0465, 4.4485, 2.5406)
O (-1.2942, 3.0348, 1.3134)
H (-3.6505, 2.2532, 2.1188)
H (-3.0920, 1.0455, 0.9416)
H (-4.4084, 2.2172, 0.5340)
H (-2.3328, 3.0379, -0.5334)
H (-3.8810, 4.5605, 1.3085)
H (-3.0494, 5.1183, -0.1855)
C (-2.4720, -2.1565, -3.6893)
C (-1.1197, -2.5064, -4.2734)
C (-0.3476, -1.3232, -4.8472)
O (1.0008, -1.5420, -4.4203)
C (1.0258, -2.5372, -3.5214)
O (1.9719, -2.9365, -2.9412)
O (-0.2114, -3.0068, -3.2834)
H (-2.9794, -3.0955, -3.4720)
H (-3.0446, -1.5432, -4.3869)
H (-2.4056, -1.5524, -2.7827)
H (-1.2136, -3.2960, -5.0228)
H (-0.7115, -0.3965, -4.3939)
H (-0.3565, -1.2529, -5.9312)
C (-2.8481, -4.1632, 0.3469)
C (-2.5808, -5.2168, -0.7012)
C (-1.1871, -5.1336, -1.3583)
O (-0.4836, -6.2863, -0.9308)
C (-1.2749, -7.0471, -0.1624)
O (-0.9706, -8.0817, 0.3329)
O (-2.4952, -6.4960, -0.0338)
H (-3.6926, -4.5474, 0.9279)
H (-3.0365, -3.1710, -0.0576)
H (-2.0666, -4.0493, 1.0978)
H (-3.3570, -5.2789, -1.4633)
H (-0.6340, -4.2359, -1.0866)
H (-1.2691, -5.1969, -2.4461)
C (6.5735, 4.5889, -1.9736)
C (5.8827, 3.3140, -2.4539)
C (5.0060, 2.6631, -1.3850)
O (3.7151, 2.6083, -2.0167)
C (3.8012, 3.0608, -3.2874)
O (2.8920, 3.0144, -4.0542)
O (5.0039, 3.5899, -3.5244)
H (7.3868, 4.9236, -2.6121)
H (6.9495, 4.4970, -0.9508)
H (5.8413, 5.3943, -1.8562)
H (6.6833, 2.6493, -2.7880)
H (4.9424, 3.2066, -0.4455)
H (5.3436, 1.6472, -1.1818)
C (2.4730, 2.0769, 2.3272)
C (3.3364, 2.5713, 3.4711)
C (4.7422, 3.0339, 2.9937)
O (4.8869, 4.2927, 3.6228)
C (3.7894, 4.5969, 4.3342)
O (3.6850, 5.5763, 4.9981)
O (2.8243, 3.6876, 4.1621)
H (1.4822, 1.7654, 2.6657)
H (2.9120, 1.1932, 1.8563)
H (2.2980, 2.8207, 1.5456)
H (3.4299, 1.7217, 4.1557)
H (4.7811, 3.0493, 1.9021)
H (5.5247, 2.3273, 3.2723)
C (-3.7344, -2.3661, 5.0482)
C (-2.5865, -3.0682, 5.7638)
C (-1.3206, -3.1531, 4.8677)
O (-0.3539, -2.4421, 5.6186)
C (-0.8282, -2.0395, 6.7978)
O (-0.2036, -1.4878, 7.6363)
O (-2.1529, -2.3093, 6.8780)
H (-3.4154, -1.4107, 4.6344)
H (-4.5397, -2.1791, 5.7604)
H (-4.1145, -3.0223, 4.2648)
H (-2.8775, -4.0712, 6.0780)
H (-1.4609, -2.7849, 3.8514)
H (-0.9896, -4.1892, 4.7577)
C (-4.4546, 0.6925, -2.3668)
C (-5.0923, 1.9493, -2.9553)
C (-6.6152, 2.0694, -3.0037)
O (-6.8463, 3.2430, -2.1893)
C (-5.7061, 3.6790, -1.6462)
O (-5.6922, 4.5281, -0.8134)
O (-4.6365, 3.0621, -2.2020)
H (-3.4201, 0.6951, -2.7110)
H (-4.9051, -0.2528, -2.6710)
H (-4.4822, 0.7439, -1.2782)
H (-4.7094, 2.0989, -3.9702)
H (-7.1520, 1.2184, -2.5903)
H (-6.9701, 2.2822, -4.0087)
C (-1.4238, 2.9738, -3.6529)
O (-0.1366, 2.4592, -3.4311)
H (-1.4537, 3.8494, -4.3119)
H (-2.1125, 2.2905, -4.1826)
H (-1.9279, 3.2225, -2.7192)
H (0.3757, 2.5157, -4.2447)
C (5.1266, -1.5137, 0.2485)
O (5.0361, -0.3562, 1.0720)
H (4.2635, -1.4654, -0.4146)
H (5.9927, -1.5763, -0.4186)
H (5.1243, -2.3801, 0.9093)
H (5.6183, -0.4094, 1.8334)
C (2.1631, -4.0791, -0.0621)
O (3.0593, -4.6164, 0.9072)
H (2.0819, -4.7698, -0.8963)
H (1.1774, -3.9477, 0.4009)
H (2.5040, -3.1045, -0.4070)
H (3.3242, -3.8546, 1.4398)
C (2.0678, -1.5840, 3.2327)
O (2.6917, -1.9750, 1.9917)
H (1.2922, -0.8421, 3.0600)
H (1.6865, -2.4900, 3.6949)
H (2.8854, -1.2198, 3.8636)
H (3.0887, -1.1891, 1.6007)

Atoms 1-2, force components in eV/Å:
C -0.5 0.5 -0.3
C 0.6 -0.4 0.1

Energy relative to the best compared isomer or geometry (same formula, charge and spin): 3.4 kcal per mole
Largest force on an atom: 0.03810 Eh/bohr
LUMO energy: -0.333 eV
SMILES: C[C@H]1COC(=O)O1.C[C@H]1COC(=O)O1.C[C@H]1COC(=O)O1.C[C@H]1COC(=O)O1.C[C@H]1COC(=O)O1.C[C@H]1COC(=O)O1.C[C@H]1COC(=O)O1.C[C@H]1COC(=O)O1.CO.CO.CO.CO
Gap between HOMO and LUMO: 9.1 eV
DFT total energy: -3516.92876 Eh


Entry 2:
ORCA calculation (wB97M-V/def2-TZVPD) on a cluster of 5 separate species, C36H65Br8ClIN5O4P in total at a distorted geometry.

Element x y z (Å)
C (2.0781, -1.2202, 4.3803)
C (1.1511, -2.5822, 4.6680)
C (1.2336, -3.6922, 3.4650)
O (2.0533, -4.7563, 3.6825)
O (0.4746, -3.6701, 2.1977)
C (1.1545, -2.6279, 1.3929)
C (1.0956, -2.8648, -0.2254)
C (0.3913, -1.6822, -1.0974)
C (-0.8744, -0.9378, -0.3782)
C (-2.0141, -1.7577, 0.4348)
C (-2.4374, -1.1123, 1.9013)
N (-1.5051, -1.4763, 3.0332)
N (-2.6434, 0.3837, 1.8899)
N (-3.8179, -1.7232, 2.2222)
N (-1.2697, 0.0502, -1.4963)
P (-2.7541, -0.2974, -2.4569)
O (-2.9953, -1.9998, -2.7184)
Cl (-4.5179, 0.2918, -1.3430)
C (0.0234, 0.4831, -2.2275)
C (0.0509, 0.2575, -3.8872)
C (0.6118, 1.4217, -4.9524)
C (0.6590, 1.1818, -6.6056)
C (0.1817, -0.2227, -7.3051)
C (-0.3385, -1.3949, -6.2814)
C (-0.3752, -1.1241, -4.6679)
C (0.0547, 2.0962, -2.0226)
I (0.0992, 2.8719, 0.0627)
C (-1.2988, 2.8727, -2.6306)
C (-1.0492, 4.4916, -2.5537)
C (1.3248, -0.4531, -1.7496)
C (2.4656, -0.9381, -2.7965)
C (2.3615, -2.4993, -3.3393)
C (2.2248, -0.0031, -0.4617)
C (3.2463, 1.2920, -0.7398)
C (3.6430, 2.0980, 0.6506)
C (3.7119, 3.7119, 0.2651)
N (3.5675, 4.4671, 1.5694)
C (3.1715, 5.9142, 1.3639)
C (1.6867, 6.3686, 0.7592)
O (3.9857, 6.9521, 1.6981)
H (1.5447, -0.4568, 3.6691)
H (3.1492, -1.5464, 3.9923)
H (2.2852, -0.6302, 5.3948)
H (0.0638, -2.2835, 4.9957)
H (1.6499, -3.0752, 5.6342)
H (2.3071, -2.6993, 1.6969)
H (0.8017, -1.5701, 1.7583)
H (0.5005, -3.8786, -0.4170)
H (2.2028, -3.0852, -0.6131)
H (-0.1792, -2.3210, -1.9303)
H (-0.5046, -0.1562, 0.4460)
H (-1.5559, -2.8299, 0.6920)
H (-3.0179, -1.9662, -0.1226)
H (-1.7754, -2.4631, 3.2987)
H (-1.8498, -0.8967, 3.8562)
H (-2.9242, 0.7568, 0.9575)
H (-1.7078, 0.8530, 2.0838)
H (-4.1310, -1.2101, 3.0833)
H (-3.7399, -2.7484, 2.3991)
H (-1.7321, 0.7752, -0.8667)
H (-3.0565, -2.2256, -3.7093)
H (0.9842, 2.4735, -4.6145)
H (1.0517, 2.0546, -7.3159)
H (0.2251, -0.2901, -8.4779)
H (-0.6765, -2.4302, -6.7596)
H (-0.7452, -2.0502, -4.0111)
H (1.0159, 2.6397, -2.4775)
H (-2.2035, 2.6428, -1.8863)
H (-1.6325, 2.4658, -3.6733)
H (-1.5549, 4.9713, -3.5001)
H (0.0880, 4.7657, -2.4662)
H (-1.6393, 4.9193, -1.6083)
H (3.5065, -0.9989, -2.2034)
H (2.7349, -0.1630, -3.6647)
H (3.0132, -3.2549, -2.6838)
H (1.2902, -2.9374, -3.4043)
H (2.8485, -2.5578, -4.4277)
H (1.6226, 0.2735, 0.5076)
H (2.9804, -0.8575, -0.1040)
H (2.8936, 1.9811, -1.6128)
H (4.2702, 0.8019, -1.1116)
H (2.7640, 1.9727, 1.4119)
H (4.7001, 1.7759, 1.0751)
H (4.7611, 4.0166, -0.2070)
H (2.9057, 4.0110, -0.5559)
H (4.5162, 4.4645, 2.0205)
H (1.6977, 6.1548, -0.3928)
H (0.8971, 5.6795, 1.3152)
H (1.4282, 7.4751, 1.0488)
Br (-5.0109, -6.1298, -3.6638)
C (-6.2428, -5.1711, -2.4939)
C (-5.5865, -3.9510, -1.8917)
Br (-4.3802, -4.4434, -0.4393)
H (-6.5969, -5.8874, -1.7474)
H (-7.0777, -4.8809, -3.1376)
H (-6.3336, -3.2991, -1.4302)
H (-4.9995, -3.3726, -2.6108)
Br (3.1836, 3.2485, 4.2511)
C (2.4852, 3.2233, 6.0723)
C (3.5302, 2.7428, 7.0516)
Br (3.7413, 0.8049, 6.9635)
H (1.5837, 2.6046, 6.0600)
H (2.2069, 4.2593, 6.2840)
H (3.2184, 2.9468, 8.0798)
H (4.5189, 3.1787, 6.8823)
Br (-7.8008, -0.6974, -2.4607)
C (-9.5944, -1.4504, -2.6066)
C (-9.9958, -2.1565, -1.3329)
Br (-9.1311, -3.8999, -1.1904)
H (-9.5966, -2.1024, -3.4844)
H (-10.2476, -0.5937, -2.7939)
H (-11.0681, -2.3718, -1.3323)
H (-9.7402, -1.5995, -0.4270)
Br (7.4233, 2.0983, 2.5524)
C (6.6977, 1.2617, 4.1583)
C (6.4166, -0.2050, 3.9309)
Br (4.7802, -0.4578, 2.8986)
H (5.8116, 1.8350, 4.4444)
H (7.4710, 1.3918, 4.9203)
H (6.2332, -0.7147, 4.8810)
H (7.2155, -0.7233, 3.3930)

Atoms 1-2, force components in eV/Å:
C 0.0 -0.4 0.6
C 0.6 0.5 0.8

Largest force on an atom: 0.17546 Eh/bohr
Charge: +1
LUMO energy: -3.323 eV
Gap between HOMO and LUMO: 7.8 eV
DFT total energy: -23675.89730 Eh